# 1
39
Properties=species:S:1:pos:R:3:forces:R:3 method="wB97M-V/def2-TZVPD" e_tot_ev=-108293.0194 gap_ev=6.2 total_charge=+3 lumo_ha=-0.4198
Ga 0.01992 0.29328 -0.33145 -0.16 -1.43 -0.10
O -0.80721 -1.47492 -4.11165 -0.14 -0.09 -0.07
C -0.76598 -0.97313 -2.93031 0.18 0.00 -0.10
O 0.24641 -0.67306 -2.29550 0.41 0.31 0.10
C -2.08506 -0.73479 -2.28982 -0.30 -0.07 -0.08
C -3.32714 -1.04997 -2.81777 -0.04 -0.01 0.07
C -4.44822 -0.72689 -2.05978 -0.02 0.02 -0.05
C -4.29603 -0.11164 -0.81781 -0.02 0.00 -0.01
C -3.01236 0.14871 -0.37201 -0.15 -0.02 0.01
N -1.94929 -0.16769 -1.10105 0.82 0.39 0.03
C -2.58017 0.75007 0.92519 -0.36 -0.02 -0.20
O -3.38751 1.23573 1.79150 0.18 0.03 0.24
O -1.36227 0.76130 1.15776 0.88 0.46 -0.14
H 0.05465 -1.62673 -4.54592 0.04 0.05 0.13
H -3.41586 -1.53682 -3.78007 0.02 0.04 -0.02
H -5.43989 -0.94576 -2.43578 0.00 -0.02 0.01
H -5.17480 0.13939 -0.23714 0.02 0.00 0.03
H -4.34042 1.23010 1.59452 0.06 -0.07 -0.10
C 2.13832 2.19762 1.93551 0.22 -0.37 -0.07
C 2.82868 2.29531 0.56785 -0.23 0.42 0.31
S 2.12655 1.44461 -0.89356 -1.03 -0.20 0.23
C 2.99519 -0.13965 -1.01980 0.15 -0.07 -0.08
C 2.91802 -1.02320 0.20083 0.27 -0.29 -0.12
S 1.24898 -1.67152 0.49641 -0.57 0.75 0.16
C 1.15605 -1.59739 2.32115 -0.21 0.09 0.20
C 1.06034 -0.22214 2.97515 0.36 -0.12 0.04
S 2.57779 0.78171 2.98541 -0.12 0.11 -0.02
H 1.05247 2.26875 1.84399 0.01 0.15 0.07
H 2.48727 3.05877 2.50639 -0.13 0.13 -0.10
H 3.88002 2.00658 0.62228 -0.02 -0.10 -0.13
H 2.78778 3.34087 0.25359 0.09 -0.03 -0.11
H 4.04236 0.09848 -1.22100 -0.03 0.13 -0.03
H 2.58608 -0.61272 -1.91192 0.09 0.04 -0.03
H 3.23740 -0.51024 1.10605 0.00 0.02 0.00
H 3.56481 -1.88999 0.05090 -0.07 -0.04 -0.04
H 2.02475 -2.15321 2.67883 0.00 -0.06 -0.09
H 0.26803 -2.17814 2.57772 0.04 -0.09 -0.09
H 0.83635 -0.40147 4.02771 -0.14 -0.01 -0.02
H 0.25396 0.36977 2.55359 -0.07 -0.02 0.20

***

# 2
19
Properties=species:S:1:pos:R:3:forces:R:3 method="wB97M-V/def2-TZVPD" e_tot_ev=-16650.2231 gap_ev="5.8 / 5.8" total_charge=+1 lumo_ha="-0.2355 / -0.2355"
C -0.07310 -2.83156 0.36007 -1.79 -1.16 0.48
O 1.18530 -2.23536 0.25215 1.63 -1.44 -0.39
C -1.19214 -1.85655 -0.03345 -0.56 -0.81 -0.69
O -0.97144 -0.62705 0.63066 -1.78 -0.20 0.74
C -1.41978 1.12390 -0.04164 -0.18 1.73 -1.00
C -0.33988 2.02880 -0.03286 -1.24 -0.48 2.83
O 0.94165 1.37294 -0.17541 0.59 1.41 -1.72
C 2.00878 2.23354 -0.54783 1.23 0.81 -0.50
In 0.94148 -0.40228 0.62764 1.46 0.30 0.57
H -0.26488 -3.17292 1.39997 0.23 0.16 -0.41
H -0.16064 -3.72749 -0.28617 0.42 0.49 0.17
H -2.18244 -2.26911 0.22947 0.47 0.20 0.00
H -1.17361 -1.69642 -1.12978 -0.01 0.00 0.31
H -2.05325 1.16753 0.84977 -0.63 0.90 -1.05
H -1.81558 0.88827 -1.03694 0.16 -1.28 0.65
H -0.27752 2.66194 0.86572 0.32 -0.31 -0.13
H 2.91401 1.62174 -0.63617 -0.16 0.20 -0.03
H 1.77301 2.70899 -1.50917 -0.01 -0.25 0.31
H 2.16003 3.01107 0.21398 -0.15 -0.28 -0.14

***

# 3
11
Properties=species:S:1:pos:R:3:forces:R:3 method="wB97M-V/def2-TZVPD" e_tot_ev=-18215.7492 gap_ev="10.0 / 8.3" total_charge=0 lumo_ha="-0.0302 / -0.0726"
C 1.31370 -0.00500 1.00041 0.48 -1.40 -2.49
C 1.11755 0.84019 -0.22956 0.80 -1.44 -0.31
C -1.89493 -0.50140 -0.39267 -1.15 0.69 -1.29
N 0.17010 0.81053 0.80885 -1.51 1.12 -0.24
F 0.86871 0.20655 -1.38793 -0.89 -1.31 -0.06
F 1.74356 1.91541 -0.69660 0.25 1.23 1.60
F -2.72663 -0.79283 0.60211 0.50 0.36 -0.77
F -2.53279 0.08560 -1.46363 0.69 -0.36 2.00
F -1.29917 -1.55902 -0.85862 0.42 -0.52 0.38
H 1.27157 -1.10421 0.81316 -0.36 0.68 -0.35
H 1.96833 0.10417 1.80448 0.77 0.96 1.53

***

# 4
49
Properties=species:S:1:pos:R:3:forces:R:3 method="wB97M-V/def2-TZVPD" e_tot_ev=-49902.2271 gap_ev=7.6 total_charge=0 lumo_ha=-0.0293
C -2.90291 -4.84811 1.16656 0.17 0.35 -0.23
C -1.60491 -4.80755 0.42751 1.78 -0.53 -2.32
N -0.37137 -4.77764 0.93299 -1.13 0.15 -0.66
O 0.52945 -4.78959 -0.18543 -0.37 0.12 -0.42
C -0.18791 -4.82877 -1.33068 -2.58 -0.01 2.41
N 0.29180 -4.76099 -2.61109 2.11 0.05 0.13
S 1.81352 -4.03100 -2.82041 2.80 -0.68 -1.30
O 1.98159 -4.00700 -4.26356 -1.07 0.68 1.00
O 2.92380 -4.73113 -2.15496 -2.81 1.26 0.09
C 1.57233 -2.36407 -2.14435 0.48 -0.99 -0.93
C 0.92388 -1.42147 -2.92745 -0.47 0.35 -0.34
C 0.81822 -0.09263 -2.53619 -0.21 -0.44 0.54
C 1.33013 0.28749 -1.28940 0.08 0.20 -0.02
N 1.20618 1.56729 -0.77124 0.49 -0.16 1.15
C 0.06934 2.42598 -1.07999 0.68 -0.61 0.59
C -0.02937 3.46111 0.03054 0.50 0.39 1.75
C -0.69545 4.66576 -0.20519 -0.65 0.66 0.51
N -0.80740 5.68126 0.67877 0.37 -1.39 -0.75
C -0.19276 5.49280 1.85697 0.38 -0.09 -0.41
N -0.24430 6.56091 2.74644 -0.92 -1.70 -3.65
C 0.32096 6.40486 3.85830 -0.13 -0.90 -0.40
N 0.15272 7.44410 4.64244 0.36 1.51 4.07
N 1.00606 5.29833 4.27356 -1.80 2.10 -1.34
C 1.15283 4.23288 3.44452 1.97 -3.54 1.14
O 1.83374 3.30285 3.87208 -0.51 0.48 -0.84
C 0.48720 4.25721 2.14190 -1.09 1.37 -1.14
N 0.55663 3.25019 1.25148 -0.48 0.80 -1.03
C 2.05206 -0.66452 -0.56769 0.18 -0.75 -0.19
C 2.20456 -1.99004 -0.98044 -0.18 1.18 0.33
C -1.51968 -4.88317 -1.01973 0.21 -0.04 -0.32
C -2.62656 -5.02423 -2.04450 -0.14 0.00 2.33
H -2.78764 -4.19581 2.01464 -0.31 0.06 0.60
H -3.10976 -5.86632 1.47520 -0.07 -0.12 0.25
H -3.76834 -4.49909 0.55734 0.85 -0.17 0.26
H -0.38362 -4.38882 -3.27698 0.29 -0.17 0.13
H 0.47177 -1.70028 -3.87060 0.14 -0.15 -0.07
H 0.29361 0.62446 -3.14339 -0.08 0.04 -0.23
H 1.53746 1.67027 0.22288 -0.62 -0.17 -1.51
H -0.84570 1.80585 -1.14834 0.11 0.39 0.02
H 0.22746 2.93375 -2.04304 -0.20 -0.01 0.25
H -1.22993 4.76183 -1.16233 0.33 0.29 0.40
H -0.37194 8.16685 4.17450 -0.16 -0.04 0.26
H -0.14830 7.19907 5.59819 0.39 0.69 -0.66
H 1.53499 5.41340 5.08667 1.08 -0.54 1.28
H 2.51683 -0.33271 0.33118 0.31 0.04 0.68
H 2.80279 -2.68305 -0.41809 0.04 -0.19 0.15
H -3.30463 -5.79263 -1.66890 -0.24 0.09 -0.20
H -2.32350 -5.33369 -3.00491 0.66 -0.34 -1.10
H -3.15595 -4.09423 -2.11579 -0.55 0.48 -0.24

***

# 5
31
Properties=species:S:1:pos:R:3:forces:R:3 method="wB97M-V/def2-TZVPD" e_tot_ev=-44116.9621 gap_ev=8.7 total_charge=0 lumo_ha=-0.0036
O -3.91003 -0.05925 0.83273 3.21 -1.11 -1.32
C -2.94473 -0.63665 0.23667 -4.57 0.22 2.32
N -3.07641 -0.82708 -1.09841 1.12 -0.39 -0.76
C -2.01268 -1.31992 -1.95317 0.67 2.04 0.24
C -1.82534 -0.65352 -3.18896 -0.71 -1.05 0.38
C -0.66676 -0.92582 -3.88425 0.04 0.20 -0.98
C 0.26449 -1.83407 -3.44704 -0.27 -1.08 1.92
C 0.16385 -2.46168 -2.18915 -1.84 1.79 -1.30
C -0.96941 -2.13128 -1.42087 -0.60 -0.12 -0.65
S -1.24526 -2.83848 0.15108 -0.10 0.32 0.83
C -1.83134 -1.30999 0.98944 2.17 1.50 1.34
C -0.66520 -0.22327 1.04701 3.89 -0.82 3.20
N 0.15558 -0.10813 2.13554 -3.82 -1.22 -4.02
C 1.21630 0.79999 2.10669 -0.44 2.22 2.82
C 2.34284 0.86750 1.29551 -0.43 -3.15 -1.97
C 3.27212 1.85330 1.38838 2.00 0.51 -1.25
C 3.05870 2.87710 2.26672 0.41 0.30 0.93
C 2.03601 2.88786 3.17167 -2.11 -2.15 -0.45
Cl 1.76774 4.27069 4.22244 0.27 -0.69 -0.23
C 1.12915 1.78306 3.18563 1.32 1.70 -0.70
H -3.79794 -0.18058 -1.43845 0.51 -0.67 -0.33
H -2.66402 -0.11303 -3.66614 0.74 0.07 0.58
H -0.44299 -0.46035 -4.83516 -0.41 0.09 -0.11
H 1.03534 -2.19253 -4.06780 1.00 0.17 -0.80
H 0.92622 -3.14298 -1.91713 0.38 -0.58 0.69
H -2.05883 -1.55482 2.08812 -0.08 0.36 -1.86
H -0.29010 0.28025 0.12098 -0.89 -0.20 0.46
H 2.58573 0.01150 0.57328 -0.81 1.26 1.02
H 4.20988 1.83017 0.71251 -1.72 0.07 1.34
H 3.76645 3.58223 2.53410 1.69 1.59 -0.54
H 0.47065 1.92977 4.04799 -0.63 -1.19 -0.80

***

# 6
20
Properties=species:S:1:pos:R:3:forces:R:3 method="wB97M-V/def2-TZVPD" e_tot_ev=-17784.7785 gap_ev=3.8 total_charge=+1 lumo_ha=-0.1675
O -0.25294 -1.16147 -1.16586 0.43 -0.54 0.81
C -0.96075 -0.19488 -1.90419 0.07 0.61 -0.28
C -2.22842 0.17308 -1.15051 -0.29 -0.17 -0.93
O -1.88206 0.52290 0.19667 -0.60 -0.02 -0.47
C -1.92010 1.90762 0.51789 -0.11 0.89 -0.28
La -0.33154 -0.87268 1.22706 -0.55 0.76 1.92
H -1.22843 -0.57553 -2.90201 0.17 0.07 0.27
H -0.33448 0.70485 -2.01140 -0.11 -0.11 -0.10
H -2.91075 -0.68588 -1.09894 0.12 0.18 0.05
H -2.76114 1.00361 -1.63201 0.14 -0.17 0.14
H -1.62576 1.99625 1.56982 -0.22 0.17 -0.14
H -1.19932 2.46551 -0.09758 -0.13 -0.15 0.19
H -2.93624 2.28044 0.32974 0.26 -0.02 0.35
C 1.50860 -1.87916 0.38894 1.16 -1.35 -1.56
C 1.39198 -0.86276 -0.70346 1.07 0.90 -0.30
O 1.43236 0.37092 -0.15506 -1.11 -1.48 0.18
Mg 2.11646 2.20830 -0.44741 0.11 0.69 0.09
H 2.39736 -1.70282 1.01090 -0.15 -0.05 -0.34
H 1.41034 -2.91137 0.02486 0.29 0.16 0.12
H 1.91791 -0.91564 -1.67105 -0.56 -0.39 0.27

***

# 7
13
Properties=species:S:1:pos:R:3:forces:R:3 method="wB97M-V/def2-TZVPD" e_tot_ev=-9270.0048 gap_ev=10.2 total_charge=0 lumo_ha=0.0270
N 1.88245 0.52458 -0.42008 -0.16 0.00 -0.05
C 0.57050 0.89216 -0.56215 0.61 1.22 -0.98
O 0.25942 1.93443 -1.12798 0.17 -1.04 0.58
C -0.43443 -0.07179 -0.00438 0.59 -1.18 -0.87
N -0.10581 -1.49387 -0.02618 0.16 0.55 -0.48
C -1.86841 0.36033 -0.10663 0.49 0.26 2.30
C -1.24440 0.40128 1.07559 -2.34 -0.39 -0.42
H 2.15574 -0.24204 0.17423 0.00 0.17 -0.19
H 2.57917 1.15499 -0.79228 -0.14 -0.14 0.23
H 0.50215 -1.71603 -0.81273 -0.11 -0.09 0.35
H 0.30797 -1.80214 0.84857 -0.06 0.02 -0.17
H -2.91924 0.12701 -0.18751 0.16 -0.03 -1.04
H -1.68512 -0.06892 1.94154 0.62 0.64 0.73